This record from the OMol25 dataset describes a 4-piece molecular cluster, C24H51BClNO8S overall at a distorted geometry. The level of theory is the ωB97M-V functional and the def2-TZVPD basis.

XYZ file:
```
87
Properties=species:S:1:pos:R:3:lowdin_charge:R:1
H 0.82 -1.36 -2.33 0.107
H -2.23 5.57 -6.41 0.074
H 1.10 -7.04 6.86 0.064
H 1.66 -8.74 5.05 0.103
H 1.70 -6.72 4.20 0.071
C 0.23 -0.20 3.23 -0.549
O -4.05 5.53 -4.38 -0.169
H 1.05 1.40 0.90 0.120
H -1.54 1.27 4.99 0.112
C 1.02 2.62 -3.91 -0.277
H 1.67 2.58 2.80 0.059
H 0.22 0.54 -1.17 0.111
C -1.39 2.38 -3.90 -0.267
H 6.07 -0.03 1.91 0.122
H 3.89 -3.48 -0.10 0.068
H 0.63 -9.89 5.86 0.116
H -6.13 7.15 -3.70 0.083
H -0.48 -6.40 5.48 0.108
C -0.02 -2.84 -0.86 -0.269
H 4.49 0.94 3.44 0.123
B 0.12 1.27 3.92 -0.413
C -4.28 5.33 -5.78 -0.278
H -3.82 6.83 -2.86 0.118
H -1.35 1.05 -5.60 0.084
C 4.59 -1.25 0.63 -0.111
O 1.74 -3.61 3.72 -0.296
H 5.14 0.91 0.63 0.111
H 0.64 -5.54 3.42 0.026
H 3.45 1.57 2.06 0.094
S 0.61 -2.70 3.28 0.809
O -0.38 -8.40 4.94 -0.165
Cl -1.53 -0.44 2.63 0.732
H -5.51 7.73 -5.24 0.064
H -2.07 -2.67 -1.30 0.065
C 0.95 -8.11 7.00 -0.084
C -4.00 6.87 -3.93 -0.280
H -5.28 5.69 -6.04 0.106
H -1.58 3.44 -3.68 0.103
H 2.42 0.39 0.20 0.127
H 0.55 -3.85 -0.83 0.113
H -3.14 7.39 -4.37 0.105
H -5.20 8.66 -3.78 0.078
H -3.43 5.76 -7.71 0.080
H 2.65 -0.26 4.12 0.138
C -5.28 7.65 -4.18 -0.081
C -0.42 -7.02 4.58 -0.269
C 0.63 2.68 3.31 -0.015
C 3.90 0.61 2.49 -0.194
C 1.42 -0.48 2.13 -0.322
C 0.74 -6.59 3.70 -0.078
O -0.57 1.32 5.23 0.028
H 0.77 -7.19 2.79 0.086
C 0.38 -0.31 -0.38 -0.184
C 1.02 4.13 -3.75 -0.079
H 2.07 -1.79 -0.96 0.075
C 0.97 -1.58 -1.21 -0.161
H -4.29 4.25 -5.94 0.108
O -0.13 1.99 -3.36 -0.182
O -0.57 -3.61 3.02 -0.296
H -2.15 1.80 -3.37 0.122
H 0.61 3.52 4.12 0.091
N -1.19 -2.86 -1.82 -0.045
O 0.30 -1.30 4.22 -0.235
O 1.25 -1.94 1.91 -0.242
C 5.01 0.08 1.44 -0.200
H 1.14 2.33 -4.96 0.106
C 0.76 -8.83 5.67 -0.284
H -0.67 -0.58 0.00 0.077
H 1.82 -8.51 7.52 0.075
C -3.22 5.97 -6.66 -0.077
H -0.11 2.97 2.45 0.101
H 1.95 4.55 -4.16 0.078
C -1.51 2.11 -5.39 -0.074
H 3.25 -1.59 2.98 0.132
H -1.28 -3.85 -2.14 0.059
H -2.51 2.39 -5.75 0.067
H 0.95 4.40 -2.69 0.082
C 1.38 0.30 0.73 -0.092
H 0.19 4.60 -4.27 0.060
H -0.49 -2.73 0.20 0.092
C 4.39 -2.52 0.33 0.074
H 1.88 2.21 -3.38 0.116
C 2.83 -0.49 2.99 -0.088
H -1.35 -6.87 4.03 0.120
H 0.06 -8.24 7.63 0.081
H -0.77 2.67 -5.97 0.065
H -3.18 7.05 -6.54 0.066
```

E ... -2484.654191 a.u.
SMILES ... C#CCCC[C@@]1(CCCCN)OS(=O)(=O)O[C@@]1(Cl)B(C)O.CCOCC.CCOCC.CCOCC
HOMO-LUMO gap ... 8.855 eV
Lowest unoccupied orbital energy ... -0.3 eV
Largest force on an atom ... 6.72 eV/Å
Spin multiplicity ... 1

***

This record from the OMol25 dataset describes a 2-piece molecular cluster, C2H10N3 overall at a distorted geometry. The level of theory is the ωB97M-V functional and the def2-TZVPD basis.

XYZ file:
```
15
Properties=species:S:1:pos:R:3:lowdin_charge:R:1
H -0.71 -2.82 -0.53 0.024
H 0.44 1.46 -1.36 0.137
H 1.02 -3.32 -0.42 0.109
H 0.19 3.10 -1.56 0.126
H 0.25 -1.99 -1.58 0.084
N 0.13 2.33 -0.90 0.145
H 0.23 -1.91 1.42 0.106
H -0.64 3.37 0.74 0.176
N 0.45 -1.44 0.49 -0.107
N -0.76 1.17 0.90 0.139
H 1.41 -1.18 0.69 0.072
H -0.46 0.20 0.56 0.082
C 0.24 -2.49 -0.57 -0.123
C -0.51 2.34 0.29 -0.133
H -1.30 1.18 1.82 0.164
```

E ... -246.217711 a.u.
Total charge ... +1
HOMO-LUMO gap ... 10.339 eV
Lowest unoccupied orbital energy ... -3.7 eV
ΔE to the lowest compared entry with this formula, charge and spin ... 1.114 eV
Largest force on an atom ... 4.55 eV/Å
Spin multiplicity ... 1

***

This record from the OMol25 dataset describes a 6-piece molecular cluster, C24H28ClFO17S overall at a distorted geometry. The level of theory is the ωB97M-V functional and the def2-TZVPD basis.

XYZ file:
```
72
Properties=species:S:1:pos:R:3:lowdin_charge:R:1
H 4.26 -5.60 1.79 0.122
H -0.83 6.28 1.16 0.095
C -3.00 1.23 -0.01 -0.124
O 2.81 -3.11 -5.03 0.064
H -0.89 2.45 5.36 0.141
O -2.68 0.19 0.89 0.031
O -0.27 7.46 -1.78 0.060
H -3.79 -2.88 -4.37 0.140
C 0.92 6.96 -1.34 -0.518
C -0.45 -1.32 2.35 0.035
H 3.26 -5.85 0.21 0.125
H 4.53 -3.29 1.39 0.136
H -1.36 -0.99 3.03 0.130
H -2.09 1.72 -0.38 0.148
O -1.92 5.54 2.64 0.108
C -1.35 4.92 3.51 -0.494
C 1.02 -0.53 2.44 -0.213
H -2.07 -2.18 -2.87 0.137
C -1.23 7.16 -0.78 -0.136
C -0.58 -2.47 1.38 -0.454
C -3.60 0.08 -3.38 -0.514
C -0.20 4.50 5.38 -0.135
O 0.94 -4.19 -5.79 0.123
O -4.35 -0.93 -3.90 0.067
C 2.06 -4.22 -5.31 -0.515
C 3.30 -5.21 1.19 -0.179
Cl -2.13 -3.49 1.20 0.584
C -3.65 0.18 1.85 -0.519
H -3.38 -1.63 -5.57 0.138
H -1.96 7.97 -0.69 0.137
H -3.55 0.81 -0.86 0.106
H -0.25 7.96 0.98 0.141
O -0.46 5.48 4.40 0.072
H -0.85 4.67 6.24 0.137
H 4.44 -5.61 -3.85 0.136
C 0.74 -2.82 0.47 -0.191
H -3.25 2.89 1.36 0.126
H -4.60 2.67 0.22 0.143
H 1.96 -6.64 2.54 0.092
H 0.85 4.55 5.71 0.140
C 2.24 -2.65 1.18 -0.037
O 0.84 6.55 -0.04 0.062
H 3.84 -1.35 4.45 -0.102
O -4.45 1.28 1.75 0.073
H 0.35 2.81 4.14 0.120
C 3.52 -3.62 0.85 -0.183
O 0.66 -3.25 -0.80 -0.017
C -0.40 7.01 0.46 -0.140
S 3.91 -1.02 3.08 0.704
O 1.93 6.88 -2.02 0.127
O 1.08 0.77 2.76 -0.034
H -1.29 -1.75 -4.41 0.141
O 2.72 -5.36 -4.97 0.062
O -4.06 1.12 -2.94 0.113
H 3.71 -3.42 -3.21 0.122
C -3.45 -1.85 -4.50 -0.135
O -1.50 3.59 3.75 0.064
H -1.75 6.24 -1.05 0.136
H 1.05 -5.56 1.29 0.089
O -3.78 -0.70 2.69 0.099
O -2.27 -0.22 -3.41 0.065
C 4.05 -4.99 -4.66 -0.140
C -3.84 2.15 0.81 -0.121
C 3.92 -3.55 -4.28 -0.137
H 1.70 -4.79 2.90 0.082
H 4.81 -2.97 -4.53 0.139
C -0.51 3.21 4.68 -0.137
F 3.79 -3.47 -0.63 -0.119
H 4.68 -5.13 -5.55 0.135
C 1.96 -5.56 2.06 -0.132
C 2.35 -1.49 2.16 -0.389
C -2.17 -1.58 -3.78 -0.130
```

E ... -3168.403206 a.u.
SMILES ... CC[C@@H](F)C1=C(S)C(=O)C=C(Cl)C1=O.O=C1OCCO1.O=C1OCCO1.O=C1OCCO1.O=C1OCCO1.O=C1OCCO1
HOMO-LUMO gap ... 7.805 eV
Lowest unoccupied orbital energy ... -2.3 eV
Largest force on an atom ... 8.53 eV/Å
Spin multiplicity ... 1

***

This record from the OMol25 dataset describes C13H7BF4MnNO5S2 as an isolated structure. The level of theory is the ωB97M-V functional and the def2-TZVPD basis.

XYZ file:
```
34
Properties=species:S:1:pos:R:3:lowdin_charge:R:1
H -1.41 -3.79 -0.91 0.135
O 1.75 0.07 1.98 -0.149
B 2.44 -1.42 -1.66 -1.197
F 1.23 -1.38 -2.34 0.155
C -0.72 -3.34 -0.20 0.091
C -1.22 -0.94 -1.06 -0.540
C 1.93 -1.18 2.30 -0.532
O -0.77 0.25 -0.81 -0.146
C 0.92 -3.47 1.58 0.095
F 2.59 -2.62 -0.98 0.141
C -2.51 4.69 0.01 -0.096
O 2.68 -1.61 3.15 0.091
H -0.64 -5.75 0.07 0.110
C 1.03 -2.10 1.51 -0.133
C -1.67 4.99 -1.07 -0.096
H -3.41 5.27 0.18 0.097
H -2.86 3.39 1.68 0.100
C -2.21 3.64 0.85 -0.114
O -0.05 -5.44 0.76 0.077
S -0.59 1.60 1.70 0.860
F 2.38 -0.35 -0.62 -0.011
C -0.20 3.19 -0.44 -0.630
F 3.51 -1.13 -2.47 0.150
C 0.04 -4.09 0.70 -0.265
Mn 0.73 0.47 0.40 0.330
H -1.92 5.81 -1.73 0.097
C -1.05 2.88 0.64 -0.631
H 1.53 -4.03 2.27 0.139
C -0.53 4.26 -1.30 -0.111
S 1.25 2.28 -0.66 0.874
C -0.55 -1.98 -0.19 -0.142
N 0.29 -1.41 0.65 0.058
O -2.10 -1.23 -1.85 0.095
H 0.11 4.47 -2.14 0.101
```

E ... -3302.660789 a.u.
Total charge ... -1
HOMO-LUMO gap (spin up / spin down) ... 6.944 / 6.497 eV
Lowest unoccupied orbital energy (spin up / spin down) ... 1.1 / 0.6 eV
ΔE to the lowest compared entry with this formula, charge and spin ... 0.000 eV
Largest force on an atom ... 0.28 eV/Å
Spin multiplicity ... 2
⟨S²⟩ ... 1.05